Entry 1:
The following is a quantum chemistry calculation of a 2-piece molecular cluster, C4H10N2 overall in a non-equilibrium geometry, from OMol25.

Results
Kohn-Sham gap (spin up / spin down): 7.24 / 5.22 eV
HOMO level (spin up / spin down): -0.1008 / -0.0499 Ha

The geometry in ORCA input format:
```
! RIJCOSX wB97M-V def2-TZVPD def2/J DEFGRID3
* xyz -1 2
C -2.15798 -1.57375 -0.40859
C -2.23813 -0.49000 0.35128
C 1.09759 -0.16711 -0.04473
N 1.76636 1.69602 1.45234
C 1.45319 1.38017 0.11153
N 0.39867 -0.58099 -1.21695
H -1.56946 -2.46437 -0.20022
H -1.61682 -0.46832 1.23974
H 0.95478 -0.27357 -2.01771
H -3.05964 0.20702 0.35260
H -2.74886 -1.59848 -1.33126
H 1.95732 -0.77343 0.23037
H 0.35667 -0.27468 0.75454
H 0.51905 1.94426 -0.07107
H 2.78236 1.78228 1.53535
H 2.10490 1.65497 -0.73720
*
```

Atom charges from the Löwdin analysis, given in e for atoms 1 to 2:
1 C -0.13
2 C -0.12



Entry 2:
The following is a quantum chemistry calculation of C28H20BrClIN5O7SSr as an isolated structure, from OMol25.

Results
Kohn-Sham gap: 6.23 eV
HOMO level: -0.0871 Ha

The geometry in ORCA input format:
```
! RIJCOSX wB97M-V def2-TZVPD def2/J DEFGRID3
* xyz -2 1
Sr 0.48599 0.01208 -0.77648
C -2.35932 1.16577 2.99571
C -1.66316 1.31975 1.67494
N -1.71528 0.45791 0.73307
N -2.47442 -0.66311 0.91983
C -2.38632 -1.45793 -0.14611
O -1.76155 -1.26505 -1.21384
C -3.09651 -2.78232 0.01706
C -2.94828 -3.73712 -0.98383
C -3.53697 -4.98778 -0.85771
C -4.28348 -5.29670 0.27130
C -4.43458 -4.34686 1.27481
C -3.84180 -3.09900 1.14995
C -0.82683 2.51970 1.43082
C -0.56766 3.42576 2.45950
C 0.18549 4.55470 2.19731
C 0.65046 4.76813 0.91204
C 0.35679 3.80973 -0.04770
N -0.35078 2.71468 0.19326
H -3.05771 0.33632 2.93277
H -2.89134 2.07749 3.27840
H -1.62608 0.94723 3.77824
H -2.34822 -3.47257 -1.84501
H -3.40468 -5.72705 -1.63932
H -4.73869 -6.27530 0.37381
H -5.00941 -4.58501 2.16284
H -3.93372 -2.35142 1.92604
H -0.92810 3.22887 3.45870
H 0.41246 5.25591 2.99190
H 1.24450 5.63438 0.65341
H 0.71662 3.92928 -1.06404
O 2.63423 -1.36391 2.47882
S 2.62527 -0.22652 1.54857
O 3.67492 0.74873 1.87357
O 2.78023 -0.69874 0.13044
O 1.26213 0.43495 1.58993
O 0.45517 -6.06976 2.51258
C 0.42108 -4.86363 1.86880
C 0.17380 -3.67563 2.53518
C 0.17771 -2.50025 1.80932
N 0.37025 -2.47582 0.48847
C 0.61352 -3.61511 -0.10732
Br 0.94495 -3.50060 -1.98547
C 0.65946 -4.85431 0.50164
H 0.32099 -5.90596 3.45011
H 0.01757 -3.64990 3.60681
H 0.02513 -1.53992 2.28079
H 0.86667 -5.76155 -0.04387
Cl 3.45274 5.59506 -5.07890
C 2.57114 4.18875 -4.50110
C 1.60086 3.63806 -5.28840
C 0.87793 2.52079 -4.85618
I -0.59414 1.71729 -6.09920
C 1.08380 1.89380 -3.61179
O 0.44407 0.89384 -3.18974
C 2.14063 2.50930 -2.79603
N 2.35886 1.92120 -1.59725
C 3.29415 2.39052 -0.80341
C 4.06494 3.51858 -1.14962
C 3.85304 4.14213 -2.34634
C 2.87068 3.63924 -3.22835
H 1.38888 4.07222 -6.25661
H 3.45826 1.87871 0.14372
H 4.81524 3.87551 -0.45572
H 4.42837 5.01248 -2.63508
*
```

Atom charges from the Löwdin analysis, given in e for atoms 1 to 2:
1 Sr 1.43
2 C -0.05



Entry 3:
The following is a quantum chemistry calculation of C27H35N5O7S2SbSe5Y as an isolated structure in a non-equilibrium geometry, from OMol25.

Results
Kohn-Sham gap: 5.29 eV
HOMO level: -0.0575 Ha

The geometry in ORCA input format:
```
! RIJCOSX wB97M-V def2-TZVPD def2/J DEFGRID3
* xyz -2 1
Y 0.78909 3.75530 19.77774
N -2.52756 8.09991 20.45176
C -2.13564 7.79842 21.84632
C -0.70806 7.72082 22.25476
C 0.03163 6.39790 22.17024
N 0.12428 5.88459 20.82285
H -3.36781 8.62847 20.56428
H -2.61386 7.26018 19.89770
H -2.73130 6.98252 22.20134
H -2.53343 8.64196 22.30276
H -0.62577 7.88662 23.28379
H -0.17472 8.46373 21.68507
H -0.51713 5.66839 22.76584
H 1.06495 6.52450 22.55415
H 0.66792 6.56456 20.26875
H -0.79426 5.85826 20.33506
C 1.68410 -1.21324 18.02027
N 0.68410 -0.19875 17.64571
C -0.06902 -0.15407 16.52038
C -0.77859 0.94413 16.15114
C -0.64131 2.11236 16.94749
N 0.11767 2.09618 18.03364
C 0.63765 0.96371 18.50927
O 1.22430 0.94510 19.62403
N -1.31478 3.21082 16.62187
H 2.10713 -0.91866 18.94791
H 2.55033 -1.14906 17.26874
H 1.32008 -2.31538 17.90396
H -0.00503 -0.97027 15.81159
H -1.36962 0.89231 15.23802
H -2.15203 3.04836 16.07988
H -1.31935 3.83810 17.38613
O 0.92921 5.18010 18.07509
S 1.08917 5.26850 16.54874
C 2.65495 6.05749 16.30644
C 2.80136 6.61593 15.00445
C 3.98231 7.23695 14.75453
C 5.08919 7.10015 15.60901
C 5.01364 6.28206 16.72657
C 3.76320 5.81460 17.12320
C 0.02899 6.51450 15.94360
C -0.02199 7.84563 16.44829
C -0.98175 8.73064 15.97079
C -2.02522 8.20312 15.24840
C -2.05893 6.90110 14.85687
C -1.06555 6.01090 15.19498
H 1.90978 6.81787 14.38868
H 4.05064 7.86242 13.83765
H 5.97379 7.65720 15.32752
H 5.80085 6.00733 17.41650
H 3.61237 5.28832 18.08551
H 0.78434 8.19609 17.10838
H -0.93611 9.73449 16.39170
H -2.82059 8.92752 14.92534
H -2.90944 6.53087 14.35461
H -1.14696 4.98026 14.98131
O 4.44662 1.78058 20.41880
Se 3.83685 3.22138 19.95776
O 4.93770 4.40691 20.01158
O 2.98609 3.04351 18.59608
O 2.57009 3.77826 20.99695
C -1.41051 1.55056 23.58679
S -1.83360 2.38908 21.99919
O -0.41908 2.69346 21.49652
C -2.44990 0.96912 21.03218
C -1.66531 -0.10762 20.75356
C -2.14755 -1.23581 20.08085
C -3.49454 -1.21442 19.62851
C -4.27099 -0.09136 19.86266
C -3.75913 1.02232 20.54730
H -0.55482 0.93630 23.42528
H -2.23023 0.92534 23.82764
H -1.23978 2.29507 24.36203
H -0.67208 -0.23832 21.17558
H -1.43269 -2.07274 19.96698
H -3.89262 -1.99837 19.09554
H -5.31363 -0.06551 19.47643
H -4.50600 1.82617 20.65204
Se -6.31297 3.40433 19.77270
Sb -4.64001 4.50666 18.23844
Se -2.29703 4.42180 19.33846
Se -4.50152 3.08944 16.12564
Se -5.21851 6.86433 17.69242
*
```

Atom charges from the Löwdin analysis, given in e for atoms 1 to 2:
1 Y 1.36
2 N 0.02



Entry 4:
The following is a quantum chemistry calculation of a 3-piece molecular cluster, C18H43BrN5O4 overall in a non-equilibrium geometry, from OMol25.

Results
Kohn-Sham gap: 6.86 eV
HOMO level: -0.3623 Ha

The geometry in ORCA input format:
```
! RIJCOSX wB97M-V def2-TZVPD def2/J DEFGRID3
* xyz 1 1
C -2.38351 -3.67438 -3.16391
C -2.85646 -2.26733 -3.53397
C -4.05161 -1.82093 -2.68677
Br -3.82625 -0.01255 -1.98981
C -5.39718 -1.85222 -3.40365
C -5.68160 -3.17280 -4.16641
N -6.71211 -3.86744 -3.32973
C -6.85239 -3.13060 -2.20667
N -7.22400 -3.60221 -1.02311
N -6.51710 -1.86096 -2.44577
H -1.81060 -4.11871 -3.97387
H -3.21079 -4.34706 -2.92715
H -1.73892 -3.64356 -2.28656
H -3.13066 -2.22812 -4.59174
H -2.03896 -1.56861 -3.38656
H -4.10150 -2.43102 -1.78379
H -5.49158 -0.99150 -4.06046
H -6.04546 -3.01649 -5.17615
H -4.80544 -3.81103 -4.22168
H -6.50488 -4.83922 -3.13059
H -7.00342 -3.09311 -0.18282
H -7.76036 -4.45178 -0.94254
H -6.55070 -1.17874 -1.69816
C 2.63903 -3.29552 1.91656
O 2.49093 -1.94069 2.28051
C 2.64040 -1.01188 1.21375
C 1.32546 -0.34347 0.88285
N 0.38090 -1.28333 0.29211
C -0.97470 -0.77382 0.15626
C -1.74495 -0.38484 1.41347
O -2.08972 -1.48042 2.24055
C -1.09086 -1.89034 3.15935
H 2.68079 -3.87324 2.83813
H 1.80209 -3.66306 1.30978
H 3.56464 -3.46079 1.35624
H 3.06198 -1.50427 0.33159
H 3.34191 -0.23989 1.54060
H 1.51602 0.47017 0.17698
H 0.95094 0.11327 1.80875
H 0.36408 -2.12356 0.85673
H -1.56475 -1.54497 -0.35180
H -0.94886 0.09498 -0.51097
H -2.69492 0.05041 1.09003
H -1.22472 0.38585 1.99425
H -0.49601 -1.04105 3.50643
H -0.41293 -2.63577 2.73482
H -1.59828 -2.33710 4.01331
C 2.28914 2.97168 3.12284
O 2.38160 2.86330 1.71708
C 1.97300 4.02049 0.99740
C 3.15168 4.71517 0.35075
N 4.02064 5.31457 1.34839
C 5.28545 5.83141 0.83874
C 6.25792 4.84919 0.19443
O 6.82703 3.91627 1.09350
C 6.05886 2.76042 1.35015
H 2.44855 1.97494 3.53263
H 3.04275 3.64527 3.54396
H 1.30055 3.32722 3.43124
H 1.43196 4.70709 1.65598
H 1.28725 3.69220 0.21041
H 2.77220 5.50294 -0.30850
H 3.66342 3.97643 -0.28307
H 4.21178 4.63365 2.07172
H 5.80379 6.30867 1.67344
H 5.06609 6.61978 0.11055
H 7.09469 5.43149 -0.19798
H 5.80884 4.32198 -0.65714
H 5.48119 2.45905 0.46976
H 5.36731 2.89147 2.18852
H 6.75133 1.95907 1.60684
*
```

Atom charges from the Löwdin analysis, given in e for atoms 1 to 2:
1 C -0.09
2 C -0.27



Entry 5:
The following is a quantum chemistry calculation of C13H7F6N2O4PdS3Te as an isolated structure in a non-equilibrium geometry, from OMol25.

Results
Kohn-Sham gap (spin up / spin down): 6.60 / 6.33 eV
HOMO level (spin up / spin down): -0.1622 / -0.2146 Ha

The geometry in ORCA input format:
```
! RIJCOSX wB97M-V def2-TZVPD def2/J DEFGRID3
* xyz -1 3
Pd -0.85538 0.76615 0.43265
F -3.17645 0.18390 3.69113
C -1.90365 -0.12987 3.43678
F -1.89319 -1.01473 2.44129
F -1.40042 -0.73943 4.50837
S -0.88685 1.41273 3.09625
O 0.37118 0.95516 2.57380
O -0.85732 2.05413 4.37312
N -1.86036 2.15602 2.07251
S -1.24579 3.37186 1.24773
O -1.32230 4.61612 1.94492
O -0.01949 3.09300 0.54836
C -2.53758 3.58439 -0.10007
F -2.52748 2.61005 -1.00666
F -2.27498 4.71970 -0.74562
F -3.76898 3.66222 0.40586
N 6.51964 -1.09349 -0.22918
C 5.40313 -0.81348 -0.18560
C 4.02304 -0.45229 -0.13866
C 3.03232 -1.43193 -0.17990
C 1.69639 -1.05986 -0.14493
C 1.31973 0.28022 -0.09233
C 2.31874 1.25075 -0.04249
C 3.65745 0.89420 -0.05824
H 3.30990 -2.47783 -0.23822
H 0.94352 -1.84128 -0.17128
H 2.05569 2.29739 0.01462
H 4.42782 1.65418 -0.00465
Te -1.73964 -0.93060 -1.23910
C -3.78601 -0.70969 -0.80532
C -4.33358 0.04176 0.19572
C -5.74892 -0.01693 0.24619
C -6.27278 -0.81676 -0.71999
S -5.03829 -1.50507 -1.69634
H -3.73860 0.62547 0.87507
H -6.33880 0.52022 0.97526
H -7.30681 -1.05360 -0.91519
*
```

Atom charges from the Löwdin analysis, given in e for atoms 1 to 2:
1 Pd 0.37
2 F 0.13



Entry 6:
The following is a quantum chemistry calculation of an isolated ion of composition C5H6NO4S and charge -1 in a non-equilibrium geometry, from OMol25.

Results
Kohn-Sham gap: 8.38 eV
SMILES: O=C([O-])[C@]12CCCN1S2(=O)=O
HOMO level: -0.1807 Ha

The geometry in ORCA input format:
```
! RIJCOSX wB97M-V def2-TZVPD def2/J DEFGRID3
* xyz -1 1
O -2.28308 2.31249 -0.32243
C -2.01424 1.31076 0.29360
O -2.61194 0.62107 1.11958
C -0.50915 0.68166 -0.05403
C -0.67396 -0.69208 -0.72890
C 0.12180 -1.67111 0.22178
C 1.28337 -0.77912 0.67829
N 0.64940 0.54761 0.92062
S 0.99096 1.56561 -0.34971
O 1.20432 2.90222 0.12982
O 2.08374 1.11455 -1.23168
H -0.19161 -0.85513 -1.78842
H -1.71151 -0.79755 -0.91084
H -0.67108 -1.93488 0.89064
H 0.52703 -2.53212 -0.48980
H 1.70802 -1.28368 1.65006
H 2.09795 -0.51030 -0.02858
*
```

Atom charges from the Löwdin analysis, given in e for atoms 1 to 2:
1 O 0.01
2 C -0.72



What did the sixth record say?
The following is a quantum chemistry calculation of an isolated ion of composition C5H6NO4S and charge -1 in a non-equilibrium geometry, from OMol25.

Results
Kohn-Sham gap: 8.38 eV
SMILES: O=C([O-])[C@]12CCCN1S2(=O)=O
HOMO level: -0.1807 Ha

The geometry in ORCA input format:
```
! RIJCOSX wB97M-V def2-TZVPD def2/J DEFGRID3
* xyz -1 1
O -2.28308 2.31249 -0.32243
C -2.01424 1.31076 0.29360
O -2.61194 0.62107 1.11958
C -0.50915 0.68166 -0.05403
C -0.67396 -0.69208 -0.72890
C 0.12180 -1.67111 0.22178
C 1.28337 -0.77912 0.67829
N 0.64940 0.54761 0.92062
S 0.99096 1.56561 -0.34971
O 1.20432 2.90222 0.12982
O 2.08374 1.11455 -1.23168
H -0.19161 -0.85513 -1.78842
H -1.71151 -0.79755 -0.91084
H -0.67108 -1.93488 0.89064
H 0.52703 -2.53212 -0.48980
H 1.70802 -1.28368 1.65006
H 2.09795 -0.51030 -0.02858
*
```

Atom charges from the Löwdin analysis, given in e for atoms 1 to 2:
1 O 0.01
2 C -0.72